Record 1
C6H15N2 | ωB97M-V with the def2-TZVPD basis set

Last column: Mulliken charge in e.
CARTESIAN COORDINATES (ANGSTROEM)
C1 -1.3132 1.2008 -2.7704  -0.5974
C2 -0.5447 -0.0555 -2.2436  -0.4916
C3 0.0121 0.1062 -0.9196  0.0278
C4 -0.2554 -0.7747 0.1352  -0.3154
N1 0.0981 -0.4633 1.3344  -0.1684
C5 -0.6597 -0.9915 2.4051  -0.2727
C6 0.2691 -1.3004 3.6052  -1.1598
N2 -2.1236 1.9180 -1.8316  -0.5080
H1 -1.9365 0.8453 -3.5879  0.3536
H2 -0.5783 1.8772 -3.2087  0.3536
H3 -1.1834 -0.9344 -2.2498  0.3747
H4 0.3383 -0.2357 -2.8774  0.3406
H5 0.4993 1.0168 -0.5669  0.5362
H6 -0.9955 -1.5737 0.0308  0.3183
H7 7.3209 1.0588 -0.3865  0.0239
H8 -1.3105 -1.8333 2.1596  0.4316
H9 -1.2791 -0.1473 2.7211  0.2750
H10 0.8615 -0.4083 3.7927  0.3423
H11 -0.3355 -1.6275 4.4250  0.3701
H12 0.9729 -2.0750 3.3091  0.3337
H13 6.7922 0.6178 -0.6646  -0.0239
H14 -3.0010 1.4867 -1.5846  0.2303
H15 -1.6479 2.2930 -1.0266  0.2253

Atoms 1-3, force components in eV/Å:
0.311 0.380 -0.195
-0.188 -0.132 0.565
0.052 0.287 0.446

Summary:
**Highest occupied orbital energy**: -13.3000 eV
**Multiplicity**: 1
**Charge**: +1

=====

Record 2
C6H15N2 | ωB97M-V with the def2-TZVPD basis set

Last column: Mulliken charge in e.
CARTESIAN COORDINATES (ANGSTROEM)
C1 -3.1633 -0.7830 -0.4597  -0.2348
C2 1.3346 0.8537 -0.2474  -1.6445
C3 -0.9985 1.8112 0.5857  -1.6481
C4 0.1399 0.0287 1.9191  -1.3634
C5 -0.7274 -0.6584 -0.1634  -0.3866
C6 -0.1150 0.5662 0.4747  1.5514
N1 -1.9035 -0.8446 -0.5033  0.0611
N2 2.4585 -1.8131 -1.6612  -0.7532
H1 -3.7256 -0.4716 -1.3479  0.2816
H2 -3.6013 -1.1900 0.3776  0.3237
H3 1.1539 1.0595 -1.1934  0.5551
H4 2.1289 0.0641 -0.1630  0.3195
H5 1.6831 1.7108 0.3308  0.4348
H6 -2.0265 1.6418 0.9176  0.3769
H7 -0.4902 2.5788 1.1155  0.4320
H8 -1.0252 2.3774 -0.3108  0.4493
H9 0.9156 -0.7171 1.9237  0.4105
H10 -0.7263 -0.1552 2.6363  0.3479
H11 0.6272 0.9762 2.3835  0.3409
H12 -0.0003 -1.3635 -0.6528  0.3967
H13 3.5451 -1.9058 -1.4980  0.2589
H14 2.3680 -1.0647 -2.3653  0.2467
H15 2.1483 -2.7015 -2.0981  0.2438

Atoms 1-3, force components in eV/Å:
1.655 0.075 -2.234
-0.525 -1.361 5.827
0.122 -0.568 -0.920

Summary:
**Highest occupied orbital energy**: -13.5355 eV
**Multiplicity**: 1
**Charge**: +1

=====

Record 3
C6H15N2 | ωB97M-V with the def2-TZVPD basis set

Last column: Mulliken charge in e.
CARTESIAN COORDINATES (ANGSTROEM)
C1 3.4613 1.2484 1.1446  -1.0781
C2 2.4852 0.3027 0.5136  0.0940
C3 -1.2940 0.3148 -2.2859  -1.2027
C4 1.3552 -0.2025 1.1322  -1.1536
C5 -1.5788 0.3932 0.3872  -0.3768
C6 -1.7572 -0.2151 -0.9719  0.6258
N1 -2.2521 -1.4148 -0.8958  -0.1942
N2 -1.8576 -0.6198 1.4340  -0.6102
H1 4.1660 0.7128 1.6952  0.2873
H2 2.8192 2.0063 1.7797  0.2655
H3 2.6595 -0.1549 -0.4473  0.3569
H4 -0.2647 0.1285 -2.6440  0.3066
H5 -1.3669 1.3869 -2.2111  0.3399
H6 -2.0193 -0.2147 -2.9517  0.4076
H7 1.1923 0.1440 2.1086  0.2533
H8 0.6633 -0.8674 0.6879  0.5910
H9 -0.4901 0.5550 0.4036  0.2975
H10 -2.3009 1.1305 0.5596  0.4218
H11 -2.1639 -1.9552 -1.7590  0.2657
H12 -2.4968 -1.6985 0.0415  0.3060
H13 -1.0911 -0.6835 2.1205  0.2312
H14 -2.6380 -0.4251 2.0953  0.2339
H15 4.0786 1.8585 0.4702  0.3317

Atoms 1-3, force components in eV/Å:
-2.427 2.462 -0.139
-2.416 -1.751 0.712
-0.984 -0.665 0.126

Summary:
**Highest occupied orbital energy**: -12.7457 eV
**Multiplicity**: 1
**Charge**: +1

=====

Record 4
C6H15N2O2P2 | ωB97M-V with the def2-TZVPD basis set

Last column: Mulliken charge in e.
CARTESIAN COORDINATES (ANGSTROEM)
O1 1.8226 1.0591 1.3697  -0.3612
P1 2.0059 2.5326 1.8236  0.0486
P2 0.2196 3.3982 0.7933  -0.0785
N1 -0.5283 1.8357 0.7576  -0.1717
C1 0.1384 0.6731 0.5060  0.5681
C2 0.7839 0.4769 -0.8439  -1.3349
C3 -0.1481 0.0548 -1.9864  -0.6362
C4 -1.0759 -1.1321 -1.7111  -0.5803
C5 -0.4687 -2.2566 -0.8803  -0.7465
N2 -0.0294 -1.8261 0.4892  -0.0330
C6 -0.6653 -0.5649 1.0478  -0.3720
O2 -0.6414 -0.6356 2.4152  -0.5646
H1 1.3249 2.5440 3.0848  0.0302
H2 0.8260 3.2941 -0.4770  0.0872
H3 -1.2201 1.7531 1.4997  0.3701
H4 1.2434 1.4241 -1.1254  0.6360
H5 1.6148 -0.2223 -0.7422  0.3552
H6 -0.7697 0.9043 -2.2709  0.2772
H7 0.4945 -0.1764 -2.8368  0.4206
H8 -2.0033 -0.7899 -1.2545  0.2627
H9 -1.3563 -1.5741 -2.6685  0.4058
H10 0.3939 -2.6787 -1.3986  0.3872
H11 -1.2181 -3.0402 -0.7598  0.3888
H12 -0.2164 -2.5736 1.1701  0.4099
H13 0.9847 -1.6532 0.4933  0.4476
H14 -1.7104 -0.5274 0.7348  0.3534
H15 0.1988 -0.2989 2.7702  0.4305

Atoms 1-3, force components in eV/Å:
-1.039 -2.759 -0.745
0.013 1.267 0.701
0.153 0.478 -0.201

Summary:
**Highest occupied orbital energy**: -11.7855 eV
**Multiplicity**: 1
**Charge**: +1
**SMILES**: [O-][PH]#[PH]/[NH+]=C1\CCCC[NH2+][C@H]1O

=====

For reference, LUMO by record: -7.192; -4.666; -4.166; -3.176 eV.
For reference, energy by record: -346.72745; -346.78493; -346.80870; -1180.05304 hartree.
For reference, relative energy (zero: lowest compared OMol25 entry of this formula, charge and spin) by record: 486.0; 335.1; 272.7; 0.0 kJ/mol.